325
Properties=species:S:1:pos:R:3 method="wB97M-V/def2-TZVPD" max_force_ev_per_a=3.9 charge=-1 lumo_energy_ev=1.7 gap_ev=8.43 e_homo_ev=-6.70
O 18.040 18.689 16.733
C 17.576 18.650 17.840
O 18.277 18.411 18.959
B 17.304 18.256 20.034
O 15.956 18.470 19.458
C 16.078 18.780 18.233
O 15.244 19.218 17.506
O 17.546 19.147 21.165
C 17.403 18.443 22.279
O 17.501 18.876 23.436
C 17.284 16.927 21.829
O 17.434 16.834 20.556
O 17.136 15.993 22.610
C 21.684 19.612 22.040
C 21.487 18.800 23.247
O 22.250 17.675 23.330
H 22.763 19.799 21.995
H 21.115 20.555 22.215
H 21.275 19.212 21.117
H 20.376 18.574 23.376
H 21.731 19.370 24.175
H 21.807 17.055 22.722
C 15.521 25.902 20.306
C 15.932 26.986 19.400
O 15.627 26.773 18.002
H 15.958 24.977 20.015
H 14.422 25.736 20.355
H 15.872 26.032 21.314
H 17.039 27.092 19.442
H 15.524 27.894 19.765
H 16.550 26.649 17.550
C 23.194 17.228 19.017
C 21.946 16.935 18.256
O 20.789 16.834 19.066
H 23.336 16.482 19.846
H 23.096 18.178 19.540
H 24.071 17.300 18.376
H 21.950 16.033 17.661
H 21.881 17.748 17.483
H 19.971 17.065 18.630
C 16.793 18.479 31.100
C 16.681 17.677 29.781
O 17.388 18.347 28.773
H 17.827 18.732 31.216
H 16.528 17.935 31.993
H 16.231 19.440 31.013
H 15.641 17.477 29.487
H 17.112 16.683 29.852
H 17.169 18.013 27.835
C 16.044 22.484 17.235
C 16.558 23.229 15.975
O 17.940 23.456 15.983
H 15.989 23.068 18.140
H 16.604 21.581 17.380
H 15.036 22.083 17.048
H 16.113 24.235 15.915
H 16.396 22.717 15.049
H 18.296 23.264 15.133
C 26.378 15.504 24.419
C 24.902 15.718 24.096
O 24.874 17.000 23.532
H 26.537 14.497 24.779
H 26.707 16.240 25.177
H 26.898 15.593 23.510
H 24.269 15.755 24.993
H 24.450 14.924 23.529
H 23.983 17.366 23.452
C 13.670 22.013 25.706
C 14.466 22.004 24.398
O 14.242 23.258 23.703
H 14.057 21.304 26.399
H 12.656 21.838 25.491
H 13.683 23.065 26.074
H 14.241 21.091 23.839
H 15.482 21.842 24.731
H 14.208 23.011 22.771
C 17.671 10.716 18.126
C 17.382 10.620 19.605
O 15.997 10.769 19.904
H 17.454 11.637 17.678
H 17.061 9.980 17.697
H 18.686 10.401 17.875
H 17.971 11.259 20.235
H 17.642 9.600 19.929
H 15.788 11.724 19.811
C 17.200 23.219 29.607
C 17.280 21.833 28.974
O 18.305 20.971 29.561
H 17.094 23.173 30.718
H 16.417 23.771 29.137
H 18.093 23.870 29.454
H 17.534 21.844 27.898
H 16.315 21.291 29.032
H 17.994 20.059 29.391
C 16.827 15.341 17.879
C 16.802 14.173 18.862
O 15.678 13.330 18.699
H 17.711 15.916 18.038
H 15.926 15.960 17.998
H 16.911 14.974 16.835
H 16.802 14.574 19.848
H 17.701 13.580 18.713
H 14.853 13.872 18.862
C 10.987 19.397 17.352
C 11.338 17.995 17.145
O 12.553 17.668 17.774
H 10.785 19.673 18.374
H 10.057 19.579 16.796
H 11.775 20.037 16.959
H 11.337 17.740 16.042
H 10.610 17.388 17.643
H 13.231 18.356 17.582
C 21.393 14.159 21.071
C 20.162 14.886 21.537
O 20.423 16.325 21.662
H 21.131 13.158 20.825
H 22.058 14.143 21.900
H 21.807 14.749 20.271
H 19.891 14.687 22.581
H 19.288 14.599 20.891
H 20.291 16.588 20.747
C 19.960 28.098 18.016
C 19.524 27.031 16.922
C 20.719 26.071 16.725
O 21.856 26.637 16.149
C 21.803 26.808 14.788
N 18.322 26.258 17.210
H 20.113 27.570 18.956
H 19.218 28.878 18.255
H 20.878 28.570 17.672
H 19.371 27.629 15.980
H 20.334 25.247 16.009
H 21.043 25.631 17.736
H 22.271 25.989 14.196
H 22.423 27.729 14.489
H 20.747 27.058 14.385
H 18.312 25.450 16.622
H 18.536 25.864 18.167
C 11.246 24.433 16.611
C 11.555 25.863 17.057
C 12.947 26.362 16.577
O 13.127 26.369 15.145
C 14.404 26.954 14.803
N 10.471 26.812 16.705
H 12.109 23.795 16.936
H 11.199 24.347 15.511
H 10.323 24.047 17.094
H 11.642 25.955 18.131
H 13.731 25.779 17.045
H 13.069 27.406 16.913
H 15.264 26.475 15.270
H 14.409 28.066 15.023
H 14.543 26.821 13.735
H 10.482 27.152 15.728
H 10.663 27.644 17.308
C 19.458 20.754 13.915
C 18.962 21.276 12.571
C 19.417 22.730 12.260
O 18.631 23.582 13.064
C 19.173 24.858 13.294
N 19.505 20.421 11.475
H 20.538 20.826 14.094
H 19.264 19.673 13.970
H 18.978 21.121 14.809
H 17.870 21.264 12.629
H 19.274 23.124 11.229
H 20.468 22.826 12.539
H 18.571 25.427 14.010
H 19.141 25.473 12.350
H 20.230 24.824 13.578
H 19.012 20.609 10.649
H 19.492 19.473 11.772
C 18.757 12.031 27.505
C 19.173 13.509 27.714
C 19.675 14.069 26.384
O 19.818 15.447 26.410
C 19.948 15.970 25.090
N 18.058 14.336 28.226
H 18.046 11.987 26.712
H 18.321 11.659 28.448
H 19.623 11.380 27.238
H 20.013 13.531 28.439
H 19.016 13.894 25.557
H 20.604 13.517 26.171
H 20.325 17.013 25.241
H 18.998 16.014 24.536
H 20.757 15.419 24.515
H 18.354 15.311 28.353
H 17.331 14.355 27.479
C 25.255 21.580 15.921
C 24.199 21.820 14.820
C 22.887 22.169 15.420
O 22.590 21.126 16.346
C 21.680 21.597 17.348
N 24.666 22.840 13.899
H 26.163 21.226 15.447
H 24.890 20.778 16.561
H 25.423 22.554 16.404
H 24.010 20.850 14.308
H 22.078 22.264 14.750
H 23.027 23.096 15.900
H 22.031 22.553 17.771
H 21.602 20.766 18.126
H 20.665 21.700 16.954
H 24.865 23.687 14.441
H 24.057 23.049 13.132
C 19.517 20.648 25.619
C 20.510 21.608 26.275
C 19.885 23.004 26.239
O 19.713 23.461 24.923
C 19.261 24.793 24.940
N 20.776 21.312 27.670
H 18.556 20.799 26.084
H 19.766 19.643 25.796
H 19.508 20.830 24.498
H 21.461 21.717 25.757
H 20.434 23.759 26.818
H 18.926 23.050 26.685
H 19.774 25.441 25.641
H 18.165 24.779 25.189
H 19.395 25.190 23.892
H 19.936 21.135 28.231
H 21.363 20.485 27.771
C 11.969 24.208 21.501
C 11.750 23.277 20.296
C 12.474 21.954 20.475
O 13.860 22.110 20.799
C 14.663 20.947 20.699
N 10.285 22.984 20.276
H 11.540 25.210 21.298
H 13.031 24.362 21.701
H 11.470 23.842 22.423
H 12.064 23.737 19.336
H 12.463 21.400 19.489
H 11.948 21.391 21.278
H 15.532 21.107 20.053
H 14.129 20.098 20.237
H 15.025 20.628 21.712
H 10.077 22.339 19.488
H 10.045 22.528 21.096
C 12.658 13.694 21.094
C 12.908 15.099 20.517
C 13.996 15.925 21.213
O 13.677 16.341 22.542
C 13.039 17.581 22.561
N 13.395 14.996 19.131
H 13.611 13.110 21.071
H 11.909 13.113 20.560
H 12.273 13.803 22.085
H 11.912 15.580 20.507
H 14.316 16.794 20.602
H 14.825 15.246 21.217
H 12.192 17.527 21.776
H 13.759 18.449 22.428
H 12.543 17.881 23.477
H 13.429 15.932 18.717
H 12.839 14.438 18.537
C 14.082 15.294 14.645
C 13.668 16.716 14.546
C 14.701 17.820 14.296
O 14.013 19.121 14.414
C 14.935 20.141 14.098
N 12.740 16.835 13.392
H 13.182 14.699 14.999
H 14.950 15.040 15.301
H 14.281 14.925 13.613
H 13.330 17.052 15.560
H 15.071 17.648 13.250
H 15.555 17.754 14.974
H 15.569 20.345 15.019
H 14.359 21.048 13.945
H 15.677 19.911 13.317
H 11.993 16.166 13.391
H 12.279 17.745 13.323
C 14.609 17.637 26.474
C 15.761 16.623 26.447
C 15.452 15.511 25.419
O 16.448 14.555 25.502
C 16.414 13.651 24.437
N 16.956 17.437 26.269
H 14.314 17.976 25.469
H 14.902 18.513 27.132
H 13.728 17.094 26.900
H 15.919 16.189 27.406
H 15.564 15.970 24.426
H 14.464 15.077 25.525
H 16.148 14.119 23.485
H 15.623 12.917 24.640
H 17.347 13.111 24.213
H 16.838 18.030 25.436
H 17.758 16.851 26.115
C 21.659 16.896 29.566
C 21.757 17.924 28.372
C 22.876 17.447 27.428
O 24.032 18.017 27.953
C 25.114 17.752 27.048
N 20.575 18.115 27.594
H 21.086 16.035 29.202
H 21.067 17.349 30.327
H 22.665 16.614 29.901
H 22.056 18.893 28.728
H 22.691 17.688 26.369
H 22.976 16.264 27.370
H 24.913 18.159 26.059
H 25.384 16.713 27.107
H 26.012 18.258 27.416
H 19.907 18.752 27.986
H 20.094 17.218 27.451
C 20.778 23.996 21.095
C 19.637 23.275 20.308
C 18.648 22.722 21.245
O 18.099 23.827 21.899
C 16.993 23.681 22.731
N 18.955 24.140 19.374
H 21.525 24.373 20.396
H 21.130 23.269 21.806
H 20.285 24.804 21.620
H 20.091 22.383 19.743
H 18.932 21.995 21.989
H 17.861 22.246 20.619
H 17.296 23.096 23.580
H 16.151 23.337 22.161
H 16.724 24.638 23.090
H 18.180 24.512 19.862
H 18.610 23.720 18.535